Record 1
Entry from the Open Molecules 2025 dataset: a molecular structure, C37H34BrIN12O2Rb at a distorted geometry (wB97M-V/def2-TZVPD).

```
88
Properties=species:S:1:pos:R:3:mulliken_charge:R:1
I -0.58 -2.91 2.58 0.141
Rb -1.09 0.19 0.20 0.726
Br -3.97 1.10 -0.41 -0.903
O 4.58 1.68 3.84 -0.630
O -0.55 1.08 2.47 -0.971
N 1.54 -0.75 3.32 -0.617
N 1.52 0.14 -1.07 0.154
N -1.99 2.93 -3.66 -0.493
N 1.02 4.27 2.43 -0.718
N 0.43 -2.40 -1.17 0.175
N -2.19 -2.56 -0.77 0.381
N -1.15 2.06 -3.28 -0.579
N -3.65 -4.85 -1.29 -0.684
N 4.24 0.39 -0.66 -0.613
N -0.68 2.35 -2.07 0.148
N -2.11 3.84 -2.70 0.830
N 4.15 -7.45 -4.51 -0.654
C 2.88 -7.63 -4.18 -0.388
C 4.69 -6.28 -4.20 -0.397
C 2.31 3.91 2.41 -1.356
C -4.02 4.86 -0.56 -1.141
C 0.54 -4.56 -2.19 -0.805
C 1.77 1.58 2.58 2.075
C -2.92 5.01 -2.84 -1.244
C 4.21 2.27 2.61 -0.697
C 4.00 -5.26 -3.56 -0.500
C 0.48 0.37 5.22 0.313
C 2.46 -3.17 -2.16 -0.984
C -1.33 3.77 2.62 -1.165
C -0.58 -1.47 4.13 -0.048
C 2.07 1.31 -0.82 0.197
C 0.10 3.34 2.50 0.495
C -1.61 -1.44 5.05 -0.559
C -4.24 -3.73 -0.88 -0.408
C 3.44 1.45 -0.66 -0.626
C 2.15 0.20 2.72 -1.639
C -4.25 5.01 -2.06 0.904
C 2.66 -5.44 -3.21 0.796
C -5.19 3.93 -2.57 -1.369
C -1.59 -3.66 -1.23 -0.070
C -3.49 -2.60 -0.57 -0.198
C 2.74 2.60 2.50 0.713
C 0.37 1.93 2.53 0.476
C -1.29 3.46 -1.70 -0.426
C 3.68 -0.79 -0.87 -0.733
C -1.59 -0.51 6.07 -0.520
C 0.48 -0.57 4.18 -0.032
C 2.10 -6.68 -3.54 -0.554
C -0.15 -3.54 -1.53 0.148
C -2.34 -4.82 -1.44 -0.395
C 1.71 -2.22 -1.49 -0.139
C -0.54 0.40 6.14 -0.850
C 1.89 -4.40 -2.52 1.451
C 2.31 -0.92 -1.13 0.556
H -3.29 5.58 -0.19 0.360
H 3.47 -2.92 -2.45 0.516
H 5.73 -6.15 -4.48 0.377
H -4.69 5.99 -2.25 0.251
H 4.53 -4.34 -3.36 0.351
H -6.15 4.01 -2.07 0.400
H -4.96 5.03 -0.03 0.448
H -1.92 3.36 1.79 0.181
H 3.02 4.72 2.36 0.357
H -5.35 4.03 -3.64 0.392
H 3.05 -0.14 2.20 0.907
H -3.13 5.11 -3.91 0.363
H 4.50 1.60 1.78 0.176
H 4.80 3.19 2.53 0.437
H 4.04 0.88 3.95 0.490
H -1.90 -5.76 -1.72 0.393
H 3.91 2.41 -0.49 0.483
H -3.70 3.85 -0.32 -0.064
H -2.39 -0.50 6.80 0.374
H 1.30 1.07 5.27 0.448
H 4.34 -1.64 -0.81 0.474
H -2.42 -2.15 4.97 0.380
H -4.79 2.94 -2.37 0.158
H -5.32 -3.76 -0.79 0.432
H 1.40 2.16 -0.77 0.118
H -1.76 3.38 3.54 0.348
H 1.08 -6.93 -3.32 0.321
H -3.96 -1.70 -0.17 0.258
H 0.02 -5.46 -2.47 0.213
H -1.40 4.86 2.62 0.344
H -2.32 5.87 -2.51 0.449
H -0.52 1.14 6.93 0.387
H -1.12 3.99 -0.79 0.528
H 2.47 -8.59 -4.44 0.377
```

Summary:
- 2S+1 = 1
- F_max (eV/Å) = 1.3
- HOMO energy (eV) = -4.8
- ΔE to the lowest compared entry with this formula, charge and spin (kJ/mol) = 53.2
- charge = -1

---

Record 2
Entry from the Open Molecules 2025 dataset: a molecular structure, C37H34ClF4IrN4O6S (wB97M-V/def2-TZVPD).

```
88
Properties=species:S:1:pos:R:3:mulliken_charge:R:1
Ir -0.34 0.30 0.47 3.654
Cl 0.02 -0.05 6.37 -0.099
S -3.68 1.30 0.55 0.436
F -2.02 -0.33 -4.04 -0.298
F 0.36 -2.44 -0.51 -0.359
F -2.30 -2.74 -5.09 -0.288
F -0.32 -4.79 -1.40 -0.306
O -3.04 -2.04 -0.45 -0.527
O 4.06 0.00 4.19 -0.551
O 2.94 0.19 6.09 -0.568
O 1.57 -0.32 0.45 -0.806
O -2.15 1.41 0.61 -1.629
O 3.43 -0.42 1.66 -0.867
N -0.55 0.06 3.75 0.293
N 0.06 0.03 2.54 0.085
N -0.64 -0.08 -1.54 -0.906
N 0.58 2.27 -0.48 0.472
C -4.27 2.69 -0.44 -1.428
C -2.71 0.26 4.92 -0.147
C 1.37 -0.02 2.77 0.368
C -4.00 -0.21 5.11 -0.930
C -4.53 -1.18 4.26 -1.019
C -3.59 3.38 2.41 -0.322
C -4.99 1.55 -2.57 -0.110
C -3.57 3.48 -2.71 -0.071
C -2.47 -1.21 3.02 0.413
C -1.56 -1.39 -3.37 0.068
C 0.40 0.07 4.72 0.587
C -2.26 3.49 2.83 0.189
C -3.63 3.43 -4.09 -0.893
C -3.77 -1.66 3.20 -0.098
C -0.79 -3.74 -2.05 -0.345
C -3.79 5.78 2.50 -0.729
C -2.00 -2.61 -0.21 0.483
C -1.28 -3.83 -3.28 -0.729
C -0.31 3.44 -0.32 -0.706
C -0.97 -1.21 -2.05 0.426
C -4.24 2.54 -1.94 0.187
C -1.72 -2.61 -3.91 0.318
C -1.76 -3.48 0.98 -1.544
C -0.81 -2.48 -1.22 1.850
C 1.90 2.61 0.07 -1.369
C -4.17 2.03 2.13 0.342
C 2.95 0.07 4.90 0.463
C -0.52 1.13 -2.37 -0.257
C 0.70 1.89 -1.89 -1.597
C -1.71 4.74 3.08 -0.820
C -5.07 1.50 -3.95 -0.778
C -4.39 2.44 -4.71 -0.498
C -4.34 4.54 2.25 -0.267
C -2.47 5.89 2.91 -0.637
C -1.94 -0.27 3.89 -0.408
C 1.65 0.05 4.14 -0.338
C 2.22 -0.25 1.56 0.991
H -5.27 2.04 2.12 0.951
H 1.58 1.25 -1.98 0.426
H -0.83 -3.21 1.48 0.402
H -5.31 2.77 -0.10 0.799
H -1.43 1.72 -2.29 -0.238
H -2.04 6.86 3.12 0.423
H -1.33 -4.77 -3.81 0.543
H -3.12 4.17 -4.69 0.449
H -4.59 0.18 5.92 0.417
H 2.58 1.78 -0.05 0.440
H -4.18 -2.40 2.52 0.439
H 1.80 2.84 1.13 0.305
H -1.67 2.60 2.96 0.734
H 0.85 2.77 -2.52 0.437
H -2.31 1.02 5.58 0.453
H -5.38 4.47 1.95 0.412
H -5.54 -1.54 4.42 0.419
H -1.64 -4.52 0.64 0.445
H 0.12 4.30 -0.84 0.473
H -1.29 3.22 -0.73 -0.113
H -1.86 -1.62 2.23 -0.303
H 3.91 -0.13 3.22 0.404
H -3.84 1.30 2.86 -1.202
H -3.74 3.58 -0.11 0.459
H -0.38 0.88 -3.42 1.064
H 2.30 3.49 -0.44 0.403
H -4.39 6.68 2.38 0.428
H -5.66 0.74 -4.43 0.442
H -5.54 0.82 -1.97 0.446
H -4.45 2.41 -5.79 0.427
H -0.42 3.67 0.73 0.023
H -3.02 4.28 -2.22 0.454
H -2.60 -3.42 1.66 0.452
H -0.68 4.81 3.42 0.503
```

Summary:
- expectation value of S² = 0.75
- 2S+1 = 2
- F_max (eV/Å) = 0.6
- HOMO energy (alpha / beta) (eV) = -10.5 / -11.2
- ΔE to the lowest compared entry with this formula, charge and spin (kJ/mol) = 60.1
- charge = +1

---

Record 3
Entry from the Open Molecules 2025 dataset: a molecular structure, C37H34N4O4PSiZr at a distorted geometry (wB97M-V/def2-TZVPD).

```
82
Properties=species:S:1:pos:R:3:mulliken_charge:R:1
Zr 1.40 -0.98 -0.66 0.218
P 0.24 -0.25 1.92 1.726
Si -0.69 0.02 -2.16 1.142
O 1.20 1.00 -0.41 -0.577
O 1.40 -2.32 -2.22 -0.250
O 2.60 -0.57 -2.28 -0.326
O 2.76 -2.03 0.25 -0.155
N 2.37 -1.72 -2.83 -0.144
N 2.48 0.79 -0.04 0.234
N 5.88 0.93 -0.32 -0.603
N 2.99 3.55 -2.14 -0.569
C -2.45 3.37 0.77 -0.863
C -3.88 -1.98 -3.98 -0.680
C 1.32 2.74 -4.68 -0.713
C -1.13 3.57 1.12 -0.771
C -3.09 -1.19 -3.16 -0.229
C -1.97 -1.51 3.17 -0.454
C -2.18 1.04 1.26 -0.899
C 1.92 -0.83 5.59 -0.854
C -0.49 3.92 -3.66 -0.649
C -3.15 -2.23 3.11 -0.924
C 4.76 1.18 -0.45 -0.326
C -2.57 -2.98 0.90 -0.811
C -1.13 -1.92 -4.30 -0.251
C 3.82 -2.71 -0.30 -1.020
C -0.18 1.56 -3.19 0.360
C -0.32 2.52 1.55 1.489
C 0.62 3.92 -4.49 -0.384
C -3.29 -2.73 -4.99 -0.453
C -0.32 -2.51 -0.05 -1.353
C -1.71 -1.13 -3.31 0.315
C 0.93 1.58 -4.04 -0.190
C 0.12 0.95 4.50 -0.146
C 1.40 0.19 6.37 -0.714
C -3.46 -2.92 1.95 -0.698
C 0.50 1.08 5.82 -0.873
C 0.66 -0.05 3.70 0.569
C 3.17 2.61 -1.50 0.098
C 3.41 1.52 -0.65 1.009
C -1.32 -2.34 0.96 1.345
C -1.08 -1.51 2.10 -0.353
C 1.10 2.83 1.90 -2.138
C -1.91 -2.70 -5.13 -0.644
C -2.98 2.09 0.86 -0.494
C -0.85 1.22 1.61 1.160
C -0.88 2.75 -3.03 -0.233
C 1.57 -0.96 4.26 0.537
C 2.12 -2.06 3.41 -1.235
H 2.61 -1.53 6.04 0.419
H 4.60 -2.88 0.47 0.202
H -3.83 -2.23 3.95 0.396
H -0.60 1.64 4.07 0.465
H -0.70 4.56 1.05 0.445
H -1.81 0.63 -1.34 -0.758
H -0.06 -1.93 -4.41 0.285
H -1.04 4.83 -3.50 0.391
H 0.08 1.87 6.42 0.438
H 0.63 -2.87 0.36 0.572
H 1.52 0.69 -4.17 0.261
H 1.15 3.59 2.68 0.586
H 2.57 -1.65 2.49 -0.005
H -3.90 -3.33 -5.65 0.352
H 1.71 0.30 7.41 0.373
H -2.82 -3.55 0.01 0.410
H -2.62 0.05 1.27 0.056
H -1.75 -0.91 4.04 0.397
H 3.50 -3.71 -0.67 0.324
H 1.32 -2.73 3.10 0.273
H 2.20 2.74 -5.31 0.357
H 1.60 3.23 1.01 0.369
H -3.56 -0.61 -2.38 0.332
H -1.44 -3.31 -5.90 0.385
H 4.29 -2.16 -1.13 0.262
H -4.41 -3.44 1.87 0.392
H -3.06 4.19 0.42 0.369
H -0.66 -3.14 -0.88 0.457
H -4.01 1.91 0.59 0.386
H 0.94 4.83 -4.98 0.345
H 1.64 1.95 2.23 0.130
H -4.95 -2.00 -3.84 0.385
H 2.88 -2.64 3.93 0.430
H -1.73 2.77 -2.37 0.294
```

Summary:
- 2S+1 = 1
- F_max (eV/Å) = 5.6
- HOMO energy (eV) = -4.2
- ΔE to the lowest compared entry with this formula, charge and spin (kJ/mol) = 472.0
- charge = -1

---

Which value of charge does entry 1 give? -1